DFT (ωB97M-V/def2-TZVPD) results for C38H18F15GeInN7S as an isolated structure.

Each line ends with the Löwdin charge.
Element x y z (Å)
In: 0.452 1.615 -1.799  0.644
C: 1.858 1.473 0.907  -0.127
N: 2.353 1.444 -0.479  -0.199
C: 3.186 2.628 -0.749  -0.097
C: 3.222 2.961 -2.216  -0.240
C: 4.337 3.487 -2.839  0.015
C: 4.252 3.835 -4.180  -0.010
C: 3.059 3.644 -4.858  -0.014
C: 1.988 3.103 -4.171  -0.076
N: 2.077 2.770 -2.879  0.042
C: 3.047 0.184 -0.834  -0.064
C: 2.267 -0.789 -1.706  -0.253
C: 2.631 -2.121 -1.733  0.014
C: 1.939 -2.991 -2.566  -0.012
C: 0.911 -2.507 -3.357  -0.016
C: 0.602 -1.162 -3.277  -0.107
N: 1.274 -0.333 -2.477  -0.023
C: 0.725 2.457 1.103  -0.261
C: 0.426 2.951 2.359  0.014
C: -0.714 3.724 2.525  -0.004
C: -1.515 4.000 1.428  -0.007
C: -1.145 3.495 0.197  -0.075
N: -0.051 2.741 0.049  -0.003
H: 2.669 1.694 1.608  0.153
H: 1.454 0.485 1.112  0.077
H: 4.195 2.503 -0.348  0.147
H: 2.736 3.476 -0.225  0.146
H: 5.254 3.627 -2.281  0.129
H: 5.111 4.250 -4.690  0.126
H: 2.952 3.901 -5.902  0.123
H: 1.030 2.925 -4.643  0.114
H: 3.366 -0.328 0.075  0.142
H: 3.953 0.442 -1.386  0.145
H: 3.427 -2.478 -1.093  0.131
H: 2.198 -4.042 -2.589  0.126
H: 0.334 -3.155 -4.000  0.126
H: -0.224 -0.736 -3.833  0.126
H: 1.071 2.714 3.196  0.126
H: -0.974 4.106 3.504  0.127
H: -2.414 4.592 1.516  0.125
H: -1.739 3.675 -0.690  0.116
F: 1.553 -1.547 2.010  0.067
C: 0.850 -0.931 2.988  -0.259
C: -0.528 -0.862 2.887  -0.124
C: -1.177 -0.212 3.921  -0.209
F: -2.506 -0.073 3.906  0.114
C: -0.497 0.345 4.995  -0.140
F: -1.159 0.975 5.962  0.139
C: 0.883 0.262 5.048  -0.139
F: 1.552 0.811 6.052  0.148
C: 1.568 -0.383 4.029  -0.148
F: 2.900 -0.451 4.052  0.126
Ge: -1.407 -1.489 1.229  0.707
S: -0.830 -0.200 -0.383  0.404
C: -0.811 -3.330 0.837  -0.123
C: -0.078 -4.142 1.689  -0.217
F: 0.177 -3.758 2.946  0.105
C: 0.406 -5.380 1.304  -0.136
F: 1.113 -6.124 2.150  0.138
C: 0.149 -5.843 0.025  -0.132
F: 0.616 -7.022 -0.366  0.147
C: -0.600 -5.071 -0.845  -0.150
F: -0.843 -5.504 -2.084  0.123
C: -1.075 -3.845 -0.422  -0.239
F: -1.805 -3.134 -1.292  0.075
C: -3.345 -1.636 1.499  -0.130
C: -4.339 -0.970 0.804  -0.220
F: -4.039 -0.067 -0.131  0.078
C: -5.682 -1.202 1.054  -0.135
F: -6.616 -0.545 0.373  0.139
C: -6.055 -2.120 2.021  -0.125
F: -7.336 -2.342 2.264  0.154
C: -5.083 -2.801 2.740  -0.137
F: -5.430 -3.675 3.679  0.140
C: -3.758 -2.541 2.462  -0.227
F: -2.819 -3.189 3.178  0.094
N: -1.007 2.122 -3.164  0.068
C: -2.046 2.680 -3.288  -0.320
N: -3.070 3.370 -3.437  0.109
C: -4.202 2.935 -3.995  -0.346
N: -5.205 2.631 -4.475  0.132

HOMO-LUMO gap   0.2812 hartree
Charge   +1
E_HOMO   -11.032 eV


DFT (ωB97M-V/def2-TZVPD) results for one molecule with the formula C20H17BrN2O3.

Each line ends with the Löwdin charge.
Element x y z (Å)
O: -4.790 -2.716 -1.585  0.081
N: -4.118 -1.729 -1.374  -0.363
O: -4.240 -0.672 -1.955  0.082
C: -3.088 -1.823 -0.371  -0.145
C: -2.397 -0.679 0.006  0.028
C: -1.392 -0.777 0.946  0.012
C: -1.063 -2.011 1.499  -0.194
C: -1.776 -3.146 1.123  -0.020
C: -2.793 -3.058 0.194  0.014
H: -3.353 -3.927 -0.114  0.120
H: -1.527 -4.103 1.558  0.119
C: 0.065 -2.114 2.497  -0.145
O: 1.044 -1.116 2.329  -0.042
C: 1.663 -1.017 1.114  -0.266
C: 2.283 0.204 0.858  0.037
C: 2.897 0.449 -0.357  -0.210
C: 2.932 -0.561 -1.314  -0.052
C: 2.347 -1.784 -1.050  -0.066
C: 1.693 -2.015 0.149  -0.012
H: 1.215 -2.968 0.313  0.111
H: 2.380 -2.567 -1.792  0.107
H: 3.413 -0.385 -2.265  0.110
C: 3.338 1.846 -0.716  -0.146
N: 2.280 2.497 -1.481  0.023
C: 1.022 2.651 -0.925  -0.276
C: 0.846 3.057 0.401  -0.035
C: -0.418 3.211 0.932  -0.129
C: -1.528 2.977 0.139  -0.700
C: -1.384 2.619 -1.191  -0.140
C: -0.117 2.456 -1.712  -0.014
H: -0.004 2.164 -2.747  0.114
H: -2.253 2.456 -1.811  0.106
Br: -3.276 3.132 0.896  0.714
H: -0.542 3.513 1.961  0.103
H: 1.702 3.265 1.021  0.109
H: 2.229 2.138 -2.427  0.123
H: 3.548 2.433 0.180  0.112
H: 4.234 1.834 -1.340  0.124
H: 2.250 0.957 1.629  0.122
H: 0.511 -3.118 2.468  0.131
H: -0.324 -1.949 3.508  0.144
H: -0.852 0.108 1.248  0.122
H: -2.659 0.267 -0.439  0.088

HOMO-LUMO gap   0.2813 hartree
Charge   0
E_HOMO   -8.086 eV
SMILES   O=[N+]([O-])c1ccc(COc2cccc(CNc3ccc(Br)cc3)c2)cc1


DFT (ωB97M-V/def2-TZVPD) results for a 2-piece molecular cluster, C10H16 overall.

Each line ends with the Löwdin charge.
Element x y z (Å)
C: 2.003 -0.847 0.818  -0.287
C: 1.521 -0.398 2.246  -0.129
C: 1.932 -2.370 0.754  -0.115
H: 1.432 -0.253 0.111  0.046
H: 3.024 -0.438 0.760  0.103
H: 1.863 -1.135 2.985  0.064
H: 0.433 -0.360 2.330  0.063
H: 2.894 -2.766 1.094  0.072
H: 1.126 -2.812 1.333  0.073
H: 1.955 0.535 2.618  0.057
H: 1.902 -2.606 -0.299  0.057
C: 0.543 2.406 0.077  -0.039
C: -2.457 0.001 -0.181  -0.094
C: -1.614 1.021 0.245  -0.071
C: -2.110 -0.712 -1.302  -0.095
C: -0.449 1.377 -0.422  -0.282
C: -0.823 -0.554 -1.854  -0.085
C: -0.060 0.528 -1.498  -0.084
H: -3.333 -0.191 0.429  0.104
H: -1.811 1.493 1.200  0.110
H: -2.792 -1.441 -1.712  0.097
H: -0.534 -1.383 -2.492  0.104
H: 1.034 1.981 0.957  0.063
H: 0.022 3.320 0.343  0.079
H: 0.828 0.893 -2.011  0.111
H: 1.297 2.558 -0.694  0.077

HOMO-LUMO gap   0.3658 hartree
Charge   0
E_HOMO   -8.921 eV
SMILES   Cc1ccccc1.CCC


DFT (ωB97M-V/def2-TZVPD) results for one molecule with the formula C3H5NO2S.

Each line ends with the Löwdin charge.
Element x y z (Å)
C: 1.515 -0.707 0.060  -0.155
C: 0.195 0.183 0.004  -0.344
C: -2.181 0.498 0.112  -0.675
H: 2.218 1.175 -0.170  0.139
H: 1.605 -1.410 -0.818  0.133
H: 1.714 -1.332 0.893  0.100
H: -1.380 -1.321 -0.068  0.151
H: -1.851 1.606 0.324  0.116
N: -1.085 -0.331 -0.036  0.019
O: 2.604 0.187 -0.145  -0.126
O: 0.412 1.415 -0.055  0.029
S: -3.766 0.035 -0.102  0.612

HOMO-LUMO gap   0.3165 hartree
Charge   0
E_HOMO   -9.305 eV
SMILES   O=C(CO)NC=S


DFT (ωB97M-V/def2-TZVPD) results for one molecule with the formula C19H22N2O3S.

Each line ends with the Löwdin charge.
Element x y z (Å)
C: 3.335 5.071 1.504  -0.060
C: 2.092 4.197 1.421  -0.250
O: 2.523 2.848 1.387  -0.044
C: 1.606 1.856 1.332  -0.216
C: 0.228 2.052 1.284  0.009
C: -0.627 0.962 1.225  -0.060
C: -0.102 -0.311 1.211  -0.288
C: 1.265 -0.522 1.271  -0.013
C: 2.136 0.549 1.326  -0.179
C: 3.619 0.364 1.383  -0.025
H: 3.878 -0.690 1.369  0.081
H: 4.016 0.821 2.288  0.089
H: 4.089 0.862 0.537  0.089
H: 1.644 -1.532 1.272  0.127
S: -1.201 -1.712 1.163  0.698
O: -2.524 -1.269 0.850  -0.256
O: -1.016 -2.503 2.344  -0.271
N: -0.593 -2.662 -0.081  -0.135
C: -0.153 -2.313 -1.345  -0.389
N: 0.481 -3.218 -1.970  0.100
C: 0.565 -4.400 -1.137  -0.171
H: 0.093 -5.236 -1.658  0.109
H: 1.617 -4.650 -0.978  0.108
C: -0.171 -4.036 0.174  -0.135
H: -1.047 -4.661 0.357  0.121
H: 0.468 -4.072 1.058  0.110
C: -0.414 -0.964 -1.919  -0.057
C: -1.878 -0.606 -1.917  -0.241
C: -2.282 0.697 -1.669  -0.062
C: -3.625 1.028 -1.672  -0.080
C: -4.578 0.058 -1.927  -0.088
C: -4.180 -1.241 -2.192  -0.074
C: -2.838 -1.570 -2.193  -0.044
H: -2.527 -2.583 -2.401  0.118
H: -4.920 -2.002 -2.394  0.104
H: -5.627 0.312 -1.918  0.100
H: -3.929 2.044 -1.468  0.102
H: -1.540 1.457 -1.466  0.108
H: -0.036 -0.984 -2.945  0.135
H: 0.153 -0.214 -1.361  0.114
H: -1.697 1.084 1.182  0.116
H: -0.189 3.046 1.294  0.108
H: 1.522 4.434 0.512  0.128
H: 1.450 4.366 2.295  0.128
H: 3.049 6.118 1.531  0.077
H: 3.970 4.897 0.639  0.079
H: 3.898 4.831 2.401  0.079

HOMO-LUMO gap   0.3451 hartree
Charge   0
E_HOMO   -8.812 eV
SMILES   CCOc1ccc(S(=O)(=O)N2CCN=C2Cc2ccccc2)cc1C


DFT (ωB97M-V/def2-TZVPD) results for C5H6N6O3 as an isolated structure.

Each line ends with the Löwdin charge.
Element x y z (Å)
C: 1.327 1.728 0.018  -0.534
C: 0.924 -2.089 -0.088  -0.596
C: -2.314 0.143 -0.018  -0.492
C: -0.101 -0.041 0.790  -0.386
C: -0.172 0.192 -0.747  -0.195
N: 0.793 1.128 1.082  0.195
N: 0.449 -1.308 1.037  0.151
N: 0.796 1.120 -1.172  0.185
N: 0.520 -1.541 -1.243  0.163
N: -1.486 0.095 1.088  0.187
N: -1.496 0.356 -1.107  0.210
O: 2.157 2.592 -0.081  0.093
O: 1.578 -3.104 0.071  0.050
O: -3.515 0.067 0.062  0.106
H: 1.064 1.156 2.077  0.174
H: 0.706 -1.471 2.024  0.161
H: 0.992 1.644 -1.960  0.128
H: 1.307 -1.504 -1.918  0.121
H: -1.699 0.143 2.033  0.135
H: -1.830 0.696 -1.947  0.143

HOMO-LUMO gap   0.3644 hartree
Charge   0
E_HOMO   -9.770 eV


DFT (ωB97M-V/def2-TZVPD) results for C40H64Ge2N5O2PSSiTi as an isolated structure.

Each line ends with the Löwdin charge.
Element x y z (Å)
Ti: 1.361 0.252 -0.154  0.533
C: 4.062 -3.997 1.839  -0.180
Si: 3.475 -4.648 0.150  0.577
C: 4.743 -4.339 -1.240  -0.166
C: 3.072 -6.502 0.330  -0.174
C: 1.864 -3.762 -0.368  -0.242
C: 0.717 -4.422 -0.765  -0.068
C: -0.450 -3.711 -1.056  -0.038
C: -0.432 -2.337 -0.953  -0.126
N: 0.674 -1.661 -0.614  -0.112
C: 1.792 -2.362 -0.317  -0.713
S: 3.120 -1.368 0.139  0.779
H: 4.532 -4.787 2.416  0.032
H: 3.248 -3.588 2.430  0.008
H: 4.786 -3.199 1.718  0.015
H: 5.645 -4.916 -1.066  0.031
H: 5.019 -3.290 -1.276  0.002
H: 4.352 -4.611 -2.216  0.029
H: 3.937 -7.006 0.751  0.030
H: 2.844 -6.974 -0.621  0.028
H: 2.236 -6.682 1.001  0.029
H: 0.725 -5.498 -0.841  0.109
H: -1.352 -4.224 -1.346  0.113
H: -1.322 -1.746 -1.148  0.109
O: -1.658 1.356 -0.393  0.037
C: -0.540 0.981 -0.609  -0.524
N: 0.278 0.978 -1.649  -0.136
P: 0.435 1.581 -3.161  0.811
N: 0.550 3.228 -3.286  -0.185
C: 1.787 3.921 -3.606  -0.184
C: 2.136 4.951 -2.533  -0.167
C: 0.975 5.925 -2.336  -0.188
C: -0.303 5.161 -2.001  -0.167
C: -0.584 4.117 -3.076  -0.197
N: -0.749 1.044 -4.177  -0.193
C: -1.576 1.806 -5.093  -0.191
C: -3.024 1.852 -4.605  -0.168
C: -3.544 0.428 -4.418  -0.189
C: -2.644 -0.324 -3.442  -0.174
C: -1.214 -0.320 -3.975  -0.200
N: 1.838 0.899 -3.705  -0.205
C: 2.097 0.761 -5.130  -0.186
C: 2.260 -0.714 -5.488  -0.165
C: 3.404 -1.311 -4.675  -0.181
C: 3.136 -1.108 -3.186  -0.188
C: 2.908 0.374 -2.881  -0.193
H: 1.672 4.426 -4.575  0.134
H: 2.587 3.183 -3.684  0.105
H: 3.035 5.486 -2.843  0.119
H: 2.349 4.433 -1.595  0.099
H: 0.818 6.495 -3.254  0.117
H: 1.206 6.628 -1.536  0.115
H: -1.158 5.839 -1.953  0.122
H: -0.206 4.665 -1.033  0.100
H: -0.803 4.639 -4.018  0.129
H: -1.439 3.503 -2.790  0.106
H: -1.550 1.310 -6.072  0.131
H: -1.148 2.802 -5.212  0.102
H: -3.637 2.391 -5.327  0.119
H: -3.078 2.373 -3.648  0.106
H: -3.553 -0.092 -5.377  0.116
H: -4.564 0.442 -4.042  0.116
H: -2.987 -1.352 -3.315  0.117
H: -2.670 0.176 -2.470  0.102
H: -1.179 -0.840 -4.939  0.130
H: -0.517 -0.819 -3.291  0.091
H: 3.019 1.295 -5.389  0.129
H: 1.271 1.210 -5.680  0.114
H: 2.455 -0.810 -6.556  0.119
H: 1.337 -1.251 -5.259  0.107
H: 4.343 -0.827 -4.950  0.120
H: 3.498 -2.375 -4.887  0.116
H: 3.974 -1.473 -2.589  0.087
H: 2.250 -1.687 -2.899  0.109
H: 3.833 0.932 -3.082  0.141
H: 2.646 0.521 -1.810  0.041
C: -0.089 -4.039 2.697  -0.214
Ge: -0.835 -2.199 2.953  0.793
C: -1.243 -1.903 4.887  -0.216
C: -2.527 -2.107 1.876  -0.235
Ge: 0.670 -0.326 2.183  0.944
C: -0.157 1.196 3.172  -0.355
C: -1.526 1.441 3.070  -0.125
C: -2.131 2.424 3.831  -0.073
C: -1.379 3.187 4.710  -0.074
C: -0.015 2.972 4.806  -0.073
C: 0.587 1.986 4.044  -0.119
C: 2.437 -0.464 3.135  -0.376
C: 2.612 -1.357 4.184  -0.121
C: 3.813 -1.418 4.874  -0.075
C: 4.858 -0.580 4.530  -0.078
C: 4.702 0.312 3.483  -0.072
C: 3.506 0.358 2.790  -0.177
H: -0.849 -4.764 2.974  0.025
H: 0.791 -4.213 3.307  0.010
H: 0.179 -4.199 1.658  -0.021
H: -2.085 -2.518 5.191  0.023
H: -1.490 -0.861 5.064  0.009
H: -0.387 -2.159 5.503  0.010
H: -2.808 -3.104 1.546  0.015
H: -2.397 -1.474 1.000  -0.012
H: -3.343 -1.704 2.468  0.018
H: -2.121 0.849 2.386  0.089
H: -3.193 2.595 3.752  0.106
H: -1.848 3.952 5.310  0.106
H: 0.582 3.565 5.481  0.107
H: 1.652 1.815 4.132  0.097
H: 1.793 -2.008 4.469  0.075
H: 3.939 -2.129 5.676  0.107
H: 5.794 -0.619 5.068  0.106
H: 5.519 0.962 3.200  0.107
H: 3.407 1.044 1.954  0.074
C: 1.684 2.992 0.908  -0.119
O: 1.928 1.743 0.386  -0.375
H: 0.980 2.922 1.750  0.081
H: 1.236 3.636 0.134  0.069
H: 2.614 3.456 1.266  0.106

2S+1   2
HOMO-LUMO gap (spin up / spin down)   0.2813 / 0.1894 hartree
Charge   +1
E_HOMO (spin up / spin down)   -10.268 / -10.104 eV


DFT (ωB97M-V/def2-TZVPD) results for one molecule with the formula C3H4OS.

Each line ends with the Löwdin charge.
Element x y z (Å)
C: 0.020 -1.180 0.091  -0.528
C: 1.273 0.637 0.010  -0.327
C: 0.130 1.266 0.115  -0.350
H: -0.171 -1.781 1.093  0.117
H: 0.084 -1.907 -0.856  0.132
H: 2.096 1.236 -0.454  0.146
H: -0.099 2.428 0.211  0.116
O: 1.289 -0.667 -0.030  -0.123
S: -1.298 0.064 -0.066  0.816

HOMO-LUMO gap   0.3217 hartree
Charge   0
E_HOMO   -7.879 eV
SMILES   C1=CSCO1


So what do the calculations give for molecular weight? Going down the list: 1077.08, 413.27, 136.24, 119.14, 358.46, 198.14, 931.20, 88.13 g mol⁻¹.